Entry from the Open Molecules 2025 dataset: C6H8S in the gas phase (ωB97M-V/def2-TZVPD).

Cartesian coordinates (Å):
1 C 0.033 1.664 1.638
2 C 0.624 0.399 1.121
3 C 0.217 -0.277 -0.023
4 C -0.906 0.275 -0.870
5 C 0.671 -1.587 -0.682
6 C 0.359 -2.318 -1.775
7 S 0.042 -3.190 -3.023
8 H 0.143 2.482 0.926
9 H 0.538 1.942 2.562
10 H -1.030 1.547 1.852
11 H 1.434 -0.030 1.692
12 H -1.321 1.201 -0.489
13 H -1.705 -0.463 -0.935
14 H -0.550 0.448 -1.885
15 H 1.450 -2.090 -0.107

The LUMO energy is -0.17 eV. For the energy relative to the best compared isomer or geometry (same formula, charge and spin), the calculation gives 41.2 kcal per mole. As for the HOMO-LUMO gap: 7.7 eV. As for the net charge: 0. The spin multiplicity is 1. For the calculated total energy, the calculation gives -17184.68457 eV.

=====

Entry from the Open Molecules 2025 dataset: C6H8S in the gas phase (ωB97M-V/def2-TZVPD).

Cartesian coordinates (Å):
1 C -2.044 -0.481 -0.291
2 C -0.634 -0.138 -0.029
3 C -0.118 1.115 -0.147
4 C 1.290 1.430 0.013
5 C 2.257 0.525 -0.053
6 S 1.923 -1.211 -0.320
7 C 0.261 -1.267 0.408
8 H -2.644 0.414 -0.535
9 H -2.154 -1.217 -1.095
10 H -2.427 -0.924 0.613
11 H -0.775 1.931 -0.340
12 H 1.553 2.464 0.171
13 H 3.358 0.710 -0.084
14 H -0.194 -2.213 0.156
15 H 0.346 -1.137 1.531

The LUMO energy is 0.84 eV. For the energy relative to the best compared isomer or geometry (same formula, charge and spin), the calculation gives 10.0 kcal per mole. As for the HOMO-LUMO gap: 8.7 eV. As for the net charge: 0. The spin multiplicity is 1. For the calculated total energy, the calculation gives -17186.03508 eV.

=====

Entry from the Open Molecules 2025 dataset: a molecular structure, C6H8S (ωB97M-V/def2-TZVPD).

Cartesian coordinates (Å):
1 C -0.358 -1.336 1.110
2 C 0.565 0.795 0.874
3 C 0.081 1.658 -0.213
4 C -0.357 1.048 -1.310
5 C -0.121 -0.466 -1.209
6 C 0.555 -0.614 0.166
7 H -1.256 -1.700 0.678
8 H 0.178 -2.134 1.643
9 H 1.434 1.165 1.407
10 H -0.121 2.745 -0.114
11 H -0.874 1.607 -2.034
12 H 0.393 -0.797 -2.071
13 H -1.030 -1.044 -1.148
14 H 1.540 -1.032 0.112
15 S -0.629 0.104 2.108

The LUMO energy is 1.03 eV. For the energy relative to the best compared isomer or geometry (same formula, charge and spin), the calculation gives 23.0 kcal per mole. As for the HOMO-LUMO gap: 9.5 eV. As for the net charge: 0. The spin multiplicity is 1. For the calculated total energy, the calculation gives -17185.47560 eV.

=====

Entry from the Open Molecules 2025 dataset: C6H8S2 in the gas phase (ωB97M-V/def2-TZVPD).

Cartesian coordinates (Å):
1 C -2.601 -0.245 0.757
2 C -2.004 0.570 -0.197
3 C -0.741 0.387 -0.892
4 S -0.131 -1.277 -0.912
5 C 1.044 -0.785 0.333
6 C 2.498 -0.469 0.566
7 C 1.791 0.397 -0.404
8 S 0.562 1.629 -0.299
9 H -3.621 -0.041 1.226
10 H -2.182 -1.189 0.857
11 H -2.431 1.517 -0.501
12 H -0.775 0.680 -1.962
13 H 0.501 -0.359 1.269
14 H 2.815 -0.009 1.541
15 H 3.222 -1.013 -0.011
16 H 2.052 0.206 -1.370

The LUMO energy is 0.72 eV. For the energy relative to the best compared isomer or geometry (same formula, charge and spin), the calculation gives 94.7 kcal per mole. As for the HOMO-LUMO gap: 9.1 eV. As for the net charge: 0. The spin multiplicity is 1. For the calculated total energy, the calculation gives -28017.93696 eV.

=====

Entry from the Open Molecules 2025 dataset: C6H8S2 in the gas phase (ωB97M-V/def2-TZVPD).

Cartesian coordinates (Å):
1 S -2.789 -0.396 -0.425
2 C -0.950 -0.178 -0.383
3 C -0.326 -1.485 0.155
4 C 0.946 -1.864 0.054
5 S 2.294 -0.812 -0.316
6 C 1.901 0.884 -0.302
7 C 0.818 1.638 -0.121
8 C -0.511 1.114 0.382
9 H -2.897 -0.625 0.910
10 H -0.750 -0.064 -1.443
11 H -0.973 -2.247 0.548
12 H 1.340 -2.869 0.143
13 H 2.841 1.405 -0.457
14 H 0.868 2.701 -0.415
15 H -0.578 0.883 1.421
16 H -1.232 1.917 0.248

The LUMO energy is 0.64 eV. For the energy relative to the best compared isomer or geometry (same formula, charge and spin), the calculation gives 34.8 kcal per mole. As for the HOMO-LUMO gap: 8.8 eV. As for the net charge: 0. The spin multiplicity is 1. For the calculated total energy, the calculation gives -28020.53172 eV.

=====

Entry from the Open Molecules 2025 dataset: a molecular structure, C6H8S2 (ωB97M-V/def2-TZVPD).

Cartesian coordinates (Å):
1 C -2.694 -0.484 0.709
2 C -2.038 0.685 0.349
3 C -0.834 0.457 -0.672
4 C 0.926 -0.675 0.494
5 C 2.429 -0.706 0.786
6 C 1.752 0.280 -0.160
7 H -3.617 -0.539 1.423
8 H -2.344 -1.587 0.472
9 H -2.415 1.662 0.510
10 H -1.159 0.903 -1.614
11 H 0.292 -0.088 1.260
12 H 2.597 -0.378 1.811
13 H 3.178 -1.370 0.251
14 H 2.033 0.122 -1.147
15 S -0.258 -1.317 -0.656
16 S 0.520 1.563 -0.094

The LUMO energy is 0.75 eV. For the energy relative to the best compared isomer or geometry (same formula, charge and spin), the calculation gives 112.1 kcal per mole. As for the HOMO-LUMO gap: 9.0 eV. As for the net charge: 0. The spin multiplicity is 1. For the calculated total energy, the calculation gives -28017.18184 eV.

=====

Entry from the Open Molecules 2025 dataset: a molecular structure, C6H8S2 (ωB97M-V/def2-TZVPD).

Cartesian coordinates (Å):
1 C 0.060 -0.189 0.964
2 C 0.575 -1.106 -0.173
3 C 0.025 0.074 -1.045
4 C 0.548 1.019 0.089
5 C -1.460 0.008 -0.678
6 C -1.445 -0.171 0.643
7 H 0.057 0.627 3.188
8 H 1.684 -1.182 -0.196
9 H 0.128 -2.081 -0.321
10 H 1.703 0.317 -2.649
11 H 1.633 1.129 0.107
12 H 0.054 1.962 0.217
13 H -2.319 0.074 -1.375
14 H -2.251 -0.300 1.365
15 S 0.621 -0.479 2.647
16 S 0.387 0.298 -2.782

The LUMO energy is 0.74 eV. For the energy relative to the best compared isomer or geometry (same formula, charge and spin), the calculation gives 43.9 kcal per mole. As for the HOMO-LUMO gap: 9.8 eV. As for the net charge: 0. The spin multiplicity is 1. For the calculated total energy, the calculation gives -28020.13853 eV.

=====

Entry from the Open Molecules 2025 dataset: C6H8S4 in the gas phase (ωB97M-V/def2-TZVPD).

Cartesian coordinates (Å):
1 C 0.110 -0.307 1.789
2 C -0.982 -0.440 1.053
3 C -0.930 -1.148 -0.173
4 S -1.839 -2.692 -0.023
5 C -0.175 -0.818 -1.235
6 C 0.741 0.386 -1.140
7 S 2.415 -0.351 -0.811
8 C 0.448 1.499 -0.198
9 S 1.400 2.192 0.903
10 S -1.175 2.113 -0.473
11 H -0.015 0.153 2.739
12 H 0.851 -0.966 1.660
13 H -1.823 0.272 1.146
14 H -2.083 -3.112 -1.298
15 H -0.172 -1.225 -2.186
16 H 0.810 0.821 -2.063
17 H 3.203 0.706 -0.293
18 H -0.785 2.916 0.602

The LUMO energy is -0.44 eV. For the energy relative to the best compared isomer or geometry (same formula, charge and spin), the calculation gives 25.6 kcal per mole. As for the HOMO-LUMO gap: 8.3 eV. As for the net charge: 0. The spin multiplicity is 1. For the calculated total energy, the calculation gives -49689.21360 eV.

=====

Entry from the Open Molecules 2025 dataset: C6H9BO in the gas phase (ωB97M-V/def2-TZVPD).

Cartesian coordinates (Å):
1 C 0.682 -1.611 1.173
2 B 1.255 -0.700 0.110
3 O 2.457 -0.919 -0.407
4 C 0.336 0.582 -0.556
5 C -0.408 1.164 0.619
6 C -1.695 1.415 0.249
7 C -1.985 1.041 -1.067
8 C -0.813 0.584 -1.609
9 H -0.029 -2.366 0.923
10 H 0.314 -1.016 2.028
11 H 1.575 -2.148 1.560
12 H 3.065 -1.519 -0.085
13 H 1.009 1.220 -1.044
14 H 0.112 1.262 1.507
15 H -2.498 1.534 0.958
16 H -2.829 1.266 -1.653
17 H -0.549 0.212 -2.708

The LUMO energy is 0.47 eV. For the energy relative to the best compared isomer or geometry (same formula, charge and spin), the calculation gives 26.5 kcal per mole. As for the HOMO-LUMO gap: 8.6 eV. As for the net charge: 0. The spin multiplicity is 1. For the calculated total energy, the calculation gives -9091.07708 eV.

=====

Entry from the Open Molecules 2025 dataset: C6H9Br in the gas phase (ωB97M-V/def2-TZVPD).

Cartesian coordinates (Å):
1 C 0.527 -0.857 0.112
2 C 0.233 -2.151 -0.085
3 C 1.572 -0.149 0.720
4 C -0.335 0.379 -0.059
5 C -1.508 0.470 0.800
6 C -0.097 1.300 -1.225
7 Br 3.015 0.732 -0.078
8 H -0.711 -2.545 -0.365
9 H 1.022 -2.859 0.009
10 H 1.847 -0.274 1.772
11 H -1.395 0.978 1.757
12 H -1.914 -0.672 0.927
13 H -2.330 0.902 0.191
14 H -0.946 1.734 -1.655
15 H 0.578 0.847 -2.038
16 H 0.442 2.165 -0.783

The LUMO energy (spin up / spin down) is 0.68 / 0.68 eV. For the energy relative to the best compared isomer or geometry (same formula, charge and spin), the calculation gives 78.5 kcal per mole. As for the HOMO-LUMO gap (spin up / spin down): 8.1 / 8.1 eV. As for the net charge: 0. The spin multiplicity is 1. For the calculated total energy, the calculation gives -76406.30075 eV.